1.
C4H7NO | the ωB97M-V functional and the def2-TZVPD basis

## Properties
Energy relative to the best compared isomer or geometry (same formula, charge and spin) ... 71.10 kcal/mol
Highest occupied orbital energy ... -0.3595 Eh
SMILES ... [H]/N=C1/CCCO1
LUMO level ... 1.00 eV
E ... -286.51835 a.u.
Gap between HOMO and LUMO ... 10.783 eV

The geometry in ORCA input format:
```
! RIJCOSX wB97M-V def2-TZVPD def2/J DEFGRID3
* xyz 0 1
O -1.180 0.172 0.329
C -0.033 -0.052 1.072
H 1.669 1.264 0.747
C 1.190 0.378 0.276
H 0.088 1.648 -1.054
N -0.114 -0.595 2.201
H -1.784 -0.392 -1.598
H 0.928 0.345 -1.970
C 0.437 0.579 -1.055
H -1.110 -0.803 2.327
H 1.979 -0.382 0.206
C -0.942 -0.531 -0.893
H -1.127 -1.631 -0.588
*
```

---

2.
C4H7NO | the ωB97M-V functional and the def2-TZVPD basis

## Properties
Energy relative to the best compared isomer or geometry (same formula, charge and spin) ... 125.61 kcal/mol
Highest occupied orbital energy ... -0.3543 Eh
LUMO level ... -1.10 eV
E ... -286.43148 a.u.
Gap between HOMO and LUMO ... 8.538 eV

The geometry in ORCA input format:
```
! RIJCOSX wB97M-V def2-TZVPD def2/J DEFGRID3
* xyz 0 1
C -1.260 -1.388 1.671
C 1.714 1.314 -1.622
O -0.060 -1.109 -0.419
H 0.160 0.386 -2.089
N 0.555 1.330 -2.142
C -0.083 0.727 0.749
H 2.293 2.240 -1.579
H -1.912 -0.744 2.270
H -1.846 -2.167 1.174
H -0.694 1.473 0.224
H 2.186 0.421 -1.196
C -0.517 -0.614 0.622
H -0.536 -1.866 2.340
*
```

---

3.
C4H7NO | the ωB97M-V functional and the def2-TZVPD basis

## Properties
Energy relative to the best compared isomer or geometry (same formula, charge and spin) ... 61.67 kcal/mol
Highest occupied orbital energy ... -0.3222 Eh
LUMO level ... 0.88 eV
E ... -286.53336 a.u.
Gap between HOMO and LUMO ... 9.645 eV

The geometry in ORCA input format:
```
! RIJCOSX wB97M-V def2-TZVPD def2/J DEFGRID3
* xyz 0 1
C -0.952 -0.786 1.008
C -0.121 0.671 -0.559
C 1.319 1.126 -0.348
N -0.648 -1.440 -0.282
O -0.800 0.561 0.718
H 1.877 0.371 0.217
H 1.335 2.061 0.219
H -1.976 -0.999 1.338
H -0.671 1.409 -1.153
H -0.778 -2.439 -0.394
H 1.820 1.279 -1.308
C -0.163 -0.680 -1.231
H -0.242 -1.134 1.775
*
```

---

4.
C4H7NO | the ωB97M-V functional and the def2-TZVPD basis

## Properties
Energy relative to the best compared isomer or geometry (same formula, charge and spin) ... 76.20 kcal/mol
Highest occupied orbital energy ... -0.2613 Eh
LUMO level ... 0.93 eV
E ... -286.51021 a.u.
Gap between HOMO and LUMO ... 8.044 eV

The geometry in ORCA input format:
```
! RIJCOSX wB97M-V def2-TZVPD def2/J DEFGRID3
* xyz 0 1
C -1.267 1.068 0.280
H 1.857 0.984 -0.844
H 0.534 0.149 -1.718
C 0.705 -0.302 0.408
O -1.462 -2.420 0.223
H -0.430 0.334 1.925
H 1.306 -0.835 1.134
C 1.291 0.040 -0.925
H -2.076 1.495 0.854
H -1.131 1.328 -0.757
N -0.285 0.446 0.930
H 1.986 -0.750 -1.238
C -1.108 -1.484 -0.345
*
```

---

5.
C4H7NO | the ωB97M-V functional and the def2-TZVPD basis

## Properties
Energy relative to the best compared isomer or geometry (same formula, charge and spin) ... 70.15 kcal/mol
Highest occupied orbital energy ... -0.3513 Eh
SMILES ... ON=C1CCC1
LUMO level ... 1.09 eV
E ... -286.51985 a.u.
Gap between HOMO and LUMO ... 10.651 eV

The geometry in ORCA input format:
```
! RIJCOSX wB97M-V def2-TZVPD def2/J DEFGRID3
* xyz 0 1
H -1.026 0.835 -1.292
H 1.606 -0.732 -1.348
H 0.045 -1.312 -1.970
C -0.093 0.585 -0.779
C -0.278 0.057 0.618
H 0.565 1.459 -0.820
H -0.515 2.445 2.154
H -0.593 -2.091 0.289
N -0.566 0.618 1.716
C 0.198 -1.334 0.275
C 0.534 -0.788 -1.146
H 1.040 -1.697 0.872
O -0.918 1.954 1.431
*
```

---

6.
C4H7NO | the ωB97M-V functional and the def2-TZVPD basis

## Properties
Energy relative to the best compared isomer or geometry (same formula, charge and spin) ... 36.73 kcal/mol
Highest occupied orbital energy ... -0.3890 Eh
SMILES ... C[C@H](C#N)CO
LUMO level ... 0.76 eV
E ... -286.57312 a.u.
Gap between HOMO and LUMO ... 11.348 eV

The geometry in ORCA input format:
```
! RIJCOSX wB97M-V def2-TZVPD def2/J DEFGRID3
* xyz 0 1
H 0.098 1.452 -1.468
C 0.172 1.741 -0.436
H -0.560 2.459 -0.188
N 1.985 -1.107 -0.101
H 0.145 1.037 1.482
C 1.177 -0.352 0.186
H 1.253 2.086 -0.248
C 0.070 0.572 0.486
C -1.267 -0.252 0.533
H -0.580 -1.429 -0.817
H -2.113 0.373 0.745
O -1.491 -0.956 -0.606
H -1.120 -0.834 1.439
*
```

---

7.
C4H7NO | the ωB97M-V functional and the def2-TZVPD basis

## Properties
Energy relative to the best compared isomer or geometry (same formula, charge and spin) ... 75.83 kcal/mol
Highest occupied orbital energy (alpha / beta) ... -0.2925 / -0.2925 Eh
LUMO level (alpha / beta) ... -0.05 / -0.04 eV
E ... -286.51081 a.u.
Gap between HOMO and LUMO (alpha / beta) ... 7.913 / 7.917 eV

The geometry in ORCA input format:
```
! RIJCOSX wB97M-V def2-TZVPD def2/J DEFGRID3
* xyz 0 1
H 0.170 -1.330 1.395
C -0.532 1.296 -0.245
H 1.999 1.063 -0.929
H -1.861 -0.767 -0.908
C 1.726 0.280 -0.217
H 2.078 -0.694 -0.564
H -1.270 1.515 0.517
H -0.454 1.894 -1.150
C -0.339 -0.784 0.608
C -1.620 -1.206 0.097
N 0.274 0.264 0.004
O -2.359 -2.025 0.617
H 2.194 0.509 0.746
*
```

---

8.
C4H7NO | the ωB97M-V functional and the def2-TZVPD basis

## Properties
Energy relative to the best compared isomer or geometry (same formula, charge and spin) ... 84.67 kcal/mol
Highest occupied orbital energy (alpha / beta) ... -0.3196 / -0.3197 Eh
LUMO level (alpha / beta) ... 0.27 / 0.27 eV
E ... -286.49671 a.u.
Gap between HOMO and LUMO (alpha / beta) ... 8.971 / 8.974 eV

The geometry in ORCA input format:
```
! RIJCOSX wB97M-V def2-TZVPD def2/J DEFGRID3
* xyz 0 1
H -1.040 -1.423 -1.312
C 1.395 -0.024 -0.646
H -0.884 1.056 2.333
C -0.908 -1.109 -0.276
C -0.035 0.102 -0.221
C -0.429 1.241 0.506
H 1.791 -1.014 -0.367
O -0.104 1.317 1.831
H -1.884 -0.934 0.185
H 1.457 0.062 -1.730
N -0.969 1.928 -0.376
H -0.416 -1.944 0.255
H 2.026 0.741 -0.183
*
```

---

9.
C4H7NO | the ωB97M-V functional and the def2-TZVPD basis

## Properties
Energy relative to the best compared isomer or geometry (same formula, charge and spin) ... 29.53 kcal/mol
Highest occupied orbital energy ... -0.3590 Eh
SMILES ... O=CNC1CC1
LUMO level ... 1.04 eV
E ... -286.58459 a.u.
Gap between HOMO and LUMO ... 10.813 eV

The geometry in ORCA input format:
```
! RIJCOSX wB97M-V def2-TZVPD def2/J DEFGRID3
* xyz 0 1
H -1.186 -1.125 -0.652
C -1.258 0.528 0.829
H 1.284 -0.209 1.374
H -1.826 1.424 1.049
H 1.449 -0.627 -1.531
C -1.247 -0.044 -0.557
H -1.823 0.454 -1.330
C -0.034 0.666 -0.019
N 1.097 -0.106 0.387
O 2.732 -1.584 -0.241
H 0.192 1.642 -0.446
H -1.200 -0.188 1.646
C 1.821 -0.830 -0.506
*
```

---

10.
C4H7NO | the ωB97M-V functional and the def2-TZVPD basis

## Properties
Energy relative to the best compared isomer or geometry (same formula, charge and spin) ... 71.29 kcal/mol
Highest occupied orbital energy ... -0.3529 Eh
SMILES ... C/N=C1/CCO1
LUMO level ... 1.02 eV
E ... -286.51804 a.u.
Gap between HOMO and LUMO ... 10.624 eV

The geometry in ORCA input format:
```
! RIJCOSX wB97M-V def2-TZVPD def2/J DEFGRID3
* xyz 0 1
H 3.053 0.354 -0.392
C 2.306 0.282 0.414
C -1.816 0.406 0.118
H -1.812 -1.775 -0.507
H -2.176 0.182 1.136
H -1.329 -0.512 -1.725
N 1.365 -0.835 0.120
O -0.448 0.847 0.093
H 2.875 0.128 1.344
C 0.149 -0.587 -0.086
C -1.359 -0.810 -0.665
H 1.763 1.225 0.477
H -2.571 1.095 -0.326
*
```

---

Q: Look up the E of the sixth one.
A: -286.57312 a.u.

---

Q: The lowest E belongs to which entry?
A: number 9

---

Q: Which formula does entry 5 have?
A: C4H7NO

---

Q: energy relative to the best compared isomer or geometry (same formula, charge and spin) of number 7 (C4H7NO)?
A: 75.83 kcal/mol